[1]
Below is 13 unconnected molecules or ions with the total composition C49H120Cl4O6S6 at a distorted geometry, with properties calculated with ωB97M-V/def2-TZVPD.

XYZ file:
```
185
Properties=species:S:1:pos:R:3:forces:R:3:mulliken_charge:R:1
C 0.2488 10.6614 2.5366 -0.115 -0.752 -0.206 -0.88
S -1.3843 11.4646 2.6386 0.577 0.308 1.015 0.64
O -1.9415 11.0722 3.9762 0.129 0.087 -0.826 -0.72
C -0.7093 13.1241 2.9046 0.339 0.382 0.383 -0.33
H 0.4922 10.2771 3.5271 -0.119 0.272 0.138 0.40
H 1.0581 11.2845 2.1611 -0.180 0.187 -0.078 0.08
H 0.1323 9.7898 1.8903 0.077 0.061 -0.064 0.41
H -1.5416 13.8100 3.0566 -0.013 0.015 -0.196 0.15
H -0.0169 13.4780 2.1382 -0.446 -0.135 -0.435 -0.20
H -0.1009 13.1312 3.8121 -0.294 -0.362 0.212 0.37
C 7.7548 18.9073 -0.4391 -0.253 0.891 1.106 -0.31
S 8.1471 20.0195 1.0045 -0.027 -1.282 -0.832 0.74
O 8.7474 19.0947 2.0246 -0.108 0.549 -0.339 -0.75
C 9.4948 20.8934 0.1856 0.750 0.848 -0.022 -1.14
H 7.0385 18.1915 -0.0425 0.121 -0.194 -0.112 -0.68
H 8.6851 18.4508 -0.7619 -0.045 -0.082 -0.124 0.65
H 7.2488 19.4997 -1.1996 0.215 -0.024 -0.174 0.32
H 9.3875 21.1163 -0.8776 -0.546 -0.380 0.006 0.35
H 10.4354 20.3549 0.3084 -0.180 -0.253 0.184 0.41
H 9.6074 21.8754 0.6509 -0.005 -0.147 0.258 0.38
C 2.9309 14.0296 3.4295 0.002 0.094 0.272 -0.19
S 4.3133 13.3103 4.3598 0.487 -0.225 0.490 0.73
O 4.2372 13.8436 5.7659 -0.149 -0.028 -0.917 -0.71
C 3.7457 11.5854 4.5344 -0.484 0.014 -0.166 -1.12
H 3.1752 15.0633 3.1794 0.268 -0.040 0.141 -0.42
H 2.0650 14.0572 4.0909 -0.125 -0.232 -0.126 0.36
H 2.7626 13.5125 2.4844 -0.071 -0.246 0.140 0.34
H 3.6728 10.9899 3.6218 -0.009 0.491 -0.294 0.33
H 2.7675 11.6404 5.0139 0.041 -0.113 0.109 0.31
H 4.4449 11.0385 5.1636 0.109 0.424 0.239 0.40
C 3.4273 17.3335 5.3472 0.098 0.180 0.301 -0.37
S 4.9047 18.3738 5.2303 -0.322 -0.009 0.042 0.82
O 4.4311 19.7412 5.5951 0.199 -0.084 -0.075 -0.72
C 5.8255 17.7475 6.6539 -0.099 0.211 0.972 -1.18
H 3.7162 16.2827 5.3885 -0.141 -0.028 0.028 -0.04
H 2.7739 17.5632 4.5059 0.272 -0.090 -0.247 -0.01
H 2.8734 17.6527 6.2315 0.216 -0.171 0.201 0.48
H 6.7622 18.3036 6.6971 0.120 -0.199 -0.375 0.38
H 5.9870 16.6706 6.7020 0.077 -0.002 -0.581 0.32
H 5.3371 18.0019 7.6006 -0.452 0.148 -0.307 0.41
C 8.5966 15.6677 1.1279 0.477 -0.270 -1.506 -0.59
S 8.1515 14.8618 2.6680 0.474 1.812 0.339 0.44
O 9.3675 14.8849 3.5427 -0.554 -0.361 -0.482 -0.65
C 7.1186 16.2747 3.1980 -0.586 -0.734 0.552 -0.37
H 7.7566 16.0153 0.5187 -0.354 -0.062 0.493 -0.18
H 9.0902 14.9484 0.4645 0.185 -0.097 0.316 0.46
H 9.2684 16.5160 1.2592 -0.056 -0.046 0.532 0.36
H 6.2008 16.2628 2.6044 -0.034 -0.104 0.046 -0.14
H 7.5245 17.2857 3.1722 0.642 -0.266 -0.275 0.43
H 6.8862 16.0112 4.2327 -0.202 0.139 -0.017 0.21
C 6.0849 13.7568 -0.7237 0.245 -0.846 -0.509 -1.19
S 4.9206 15.0653 -1.1852 0.195 0.150 0.806 1.05
O 5.7326 16.3289 -1.2763 -0.317 -0.825 -0.310 -0.67
C 4.4971 14.4704 -2.8437 0.974 0.595 -0.395 -1.28
H 6.9212 13.7389 -1.4257 0.020 0.329 -0.007 0.38
H 5.6444 12.7572 -0.7849 -0.433 0.198 -0.110 0.43
H 6.4781 13.8259 0.2878 -0.211 0.583 0.077 0.17
H 5.4056 14.2626 -3.4150 0.069 -0.178 0.188 0.50
H 4.0539 15.3281 -3.3513 -0.386 -0.096 0.188 0.28
H 3.8472 13.6009 -2.8297 -0.115 0.066 0.217 0.36
C -1.3593 20.3386 -2.2874 -0.381 0.030 0.139 0.10
Cl -0.2104 19.6690 -3.4480 -0.121 0.086 0.083 -0.10
Cl -3.0111 19.8711 -2.7354 0.110 -0.109 -0.036 -0.11
Cl -1.0101 19.7189 -0.6625 0.037 0.051 -0.282 0.05
Cl -1.2888 22.1048 -2.2692 0.258 -0.076 -0.037 -0.08
C 2.1114 22.5556 2.3167 -0.319 -0.237 0.820 -0.94
C 3.6401 22.6491 2.3510 -0.961 0.318 0.351 -0.71
C 4.1874 23.0380 0.9955 0.709 -0.801 -0.077 0.71
C 5.6888 23.3631 1.0709 0.096 -0.214 0.162 -0.77
C 6.3517 23.7904 -0.2432 -0.610 0.554 -0.174 -0.80
C 6.3750 22.6969 -1.3209 -0.068 0.666 0.378 0.20
H 1.6892 21.8085 1.6417 0.257 0.103 -0.288 -0.28
H 1.6413 23.5217 2.1169 0.148 0.026 -0.303 0.54
H 1.7289 22.2784 3.3055 0.111 -0.082 -0.004 0.44
H 3.8541 23.3661 3.1509 0.358 0.110 -0.216 0.55
H 4.0805 21.7018 2.6700 -0.029 -0.009 0.024 0.20
H 3.5911 23.8177 0.5175 0.116 0.154 0.100 0.39
H 4.0502 22.1111 0.4206 -0.013 0.293 -0.481 -0.38
H 5.7918 24.1157 1.8567 0.256 0.191 -0.160 0.47
H 6.1856 22.4651 1.4523 0.066 0.003 0.068 0.10
H 5.7457 24.6337 -0.6007 -0.129 -0.151 -0.334 0.35
H 7.3240 24.2832 -0.1663 0.224 -0.484 0.586 0.42
H 6.9357 23.0621 -2.1817 -0.243 -0.090 -0.213 0.46
H 6.8569 21.7748 -0.9968 -0.072 -0.013 0.219 -0.38
H 5.3351 22.4933 -1.5734 0.168 -0.275 -0.371 -0.49
C 0.9006 16.3685 -1.3647 -1.264 0.080 0.094 -0.39
C 0.5690 16.3266 0.1353 1.300 0.340 -0.535 1.16
C 1.7026 16.9501 0.9857 -0.652 -0.311 0.345 -0.09
C 1.9134 18.4493 0.7937 -0.140 -0.068 0.509 1.22
C 3.0555 19.0795 1.6211 0.057 -0.495 -0.435 0.54
C 4.3888 18.4062 1.3224 0.454 -0.066 -1.813 0.12
H 1.6897 15.6918 -1.6890 0.410 0.320 0.243 -0.21
H 1.0353 17.4139 -1.6439 0.494 -0.160 -0.298 -0.02
H 0.0174 16.0436 -1.9265 -0.011 0.051 -0.032 0.26
H -0.3390 16.9106 0.2910 -0.195 -0.231 0.140 -0.07
H 0.4327 15.2852 0.4303 -0.285 0.043 0.202 -0.85
H 2.6259 16.3809 0.8557 0.020 0.026 -0.234 -0.29
H 1.3962 16.7917 2.0280 0.214 0.060 0.136 0.19
H 2.0421 18.7184 -0.2581 0.235 -0.138 -0.022 -0.64
H 0.9932 18.9596 1.0973 -0.078 -0.041 0.008 -0.36
H 3.0066 20.1204 1.3029 0.573 0.139 0.378 -0.91
H 2.8822 19.0162 2.6968 -0.363 0.197 0.010 0.13
H 5.3329 18.8324 1.6601 -0.334 0.207 0.934 0.59
H 4.3704 17.3313 1.5096 0.060 0.073 0.504 -0.60
H 4.5797 18.4258 0.2368 -0.376 0.007 -0.085 -0.09
C -4.7869 13.4754 4.0079 0.378 0.365 0.903 -1.21
C -4.8521 14.6426 3.0343 -0.330 -0.518 -0.243 -0.39
C -4.9321 14.1216 1.5892 -0.331 0.534 0.514 -0.45
C -4.9056 15.2232 0.5274 0.789 -0.345 -0.415 -1.02
C -3.5432 15.2906 -0.1890 -0.990 0.576 -1.263 0.74
C -3.5604 16.3834 -1.2733 0.385 0.529 0.603 -1.28
H -4.7826 13.8254 5.0460 -0.229 0.117 -0.056 0.36
H -3.8621 12.8976 3.9620 -0.121 -0.211 -0.450 0.19
H -5.6569 12.8283 3.8997 0.116 -0.150 -0.119 0.35
H -5.7555 15.2101 3.2742 0.022 0.151 -0.186 0.37
H -4.0151 15.3355 3.1545 0.123 -0.089 -0.006 0.28
H -5.8566 13.5509 1.4723 0.019 -0.091 0.184 0.43
H -4.1176 13.4067 1.4438 0.074 0.035 -0.185 0.07
H -5.6583 14.9992 -0.2322 0.018 0.092 -0.076 0.40
H -5.1522 16.2174 0.9074 -0.042 -0.084 0.319 0.45
H -2.7019 15.4721 0.4796 -0.004 -0.266 0.165 0.10
H -3.4267 14.3670 -0.7628 0.367 -0.316 0.511 -0.23
H -3.6502 17.3754 -0.8175 -0.071 -0.024 0.024 0.23
H -2.6181 16.4107 -1.8261 -0.084 -0.122 -0.157 0.24
H -4.3969 16.2850 -1.9651 0.045 -0.208 -0.051 0.45
C -2.3057 20.4919 2.5084 0.093 0.501 0.749 -1.67
C -1.3853 21.6835 2.2254 -0.363 0.354 -0.318 1.35
C -2.0820 22.7888 1.4332 -0.289 0.628 0.419 -0.46
C -3.0451 23.6281 2.3109 0.642 -1.511 0.566 -0.80
C -2.3383 24.5175 3.3287 0.307 1.337 -0.484 -0.16
C -3.2882 25.0291 4.4024 -0.285 -0.049 0.223 -1.38
H -2.9034 20.6953 3.4014 0.023 -0.023 0.022 0.44
H -1.7014 19.6177 2.7526 -0.244 -0.252 -0.282 0.41
H -3.0419 20.3293 1.7208 0.328 -0.318 -0.251 0.31
H -1.0605 22.1369 3.1635 0.288 -0.289 0.043 0.41
H -0.4982 21.3899 1.6634 0.001 -0.188 0.143 -1.08
H -2.6608 22.3356 0.6247 0.179 0.114 -0.205 0.25
H -1.3270 23.4701 1.0281 -0.043 -0.101 -0.289 0.24
H -3.7663 24.1587 1.6920 0.058 0.292 0.113 0.42
H -3.5985 22.8858 2.9003 -0.374 0.115 -0.137 0.24
H -1.4573 24.1092 3.8300 -0.249 -0.734 -0.148 0.27
H -1.8779 25.3446 2.7695 -0.241 0.199 0.091 0.29
H -3.7870 24.1582 4.8372 -0.105 0.127 0.121 0.34
H -2.8099 25.5681 5.2217 0.267 -0.091 -0.105 0.38
H -4.0635 25.7035 4.0325 -0.004 -0.147 -0.248 0.30
C 1.7968 24.4994 -2.8548 0.073 -0.443 0.559 -1.58
C 2.4028 23.2747 -2.1625 0.679 0.109 0.007 1.09
C 2.6625 22.1571 -3.1844 -1.806 0.474 0.150 -1.36
C 2.9618 20.8113 -2.5659 1.662 0.027 -0.383 1.21
C 3.4144 19.7364 -3.5740 -0.178 0.377 -0.030 -0.78
C 4.3123 18.6828 -2.9598 -0.112 -0.817 0.085 -0.42
H 2.4570 24.8230 -3.6590 -0.129 0.139 -0.085 0.35
H 1.6421 25.3177 -2.1511 0.068 0.086 -0.075 0.42
H 0.8227 24.2187 -3.2583 0.014 0.139 -0.200 0.29
H 3.3591 23.5231 -1.6867 -0.030 0.205 -0.151 -0.56
H 1.7933 22.9551 -1.3113 -0.276 -0.220 -0.253 0.10
H 3.3858 22.5305 -3.9124 0.314 -0.353 0.093 0.53
H 1.7130 22.0731 -3.7353 0.146 -0.108 -0.238 0.47
H 3.8590 20.9655 -1.9493 -0.333 -0.113 0.467 -0.42
H 2.1300 20.4840 -1.9424 0.048 -0.056 0.101 -0.19
H 2.5409 19.2729 -4.0419 0.059 -0.072 -0.065 0.21
H 3.9717 20.2293 -4.3763 -0.104 0.080 -0.034 0.43
H 4.6611 17.9456 -3.6893 -0.074 0.121 -0.150 0.52
H 5.2210 19.0733 -2.4986 -0.143 0.241 0.066 0.03
H 3.7877 18.0910 -2.2034 0.028 0.164 0.142 -0.17
C 1.2677 12.7410 -1.2762 -0.228 0.934 -0.582 -1.10
C -0.2571 12.9684 -1.1617 0.565 -1.408 0.502 1.71
C -1.1188 11.9341 -1.8790 0.160 -0.113 -0.553 -0.64
C -0.9169 11.8587 -3.3966 -0.235 1.367 0.021 -0.61
C -1.9338 11.0236 -4.1681 -0.233 0.128 -0.683 -0.59
C -2.2614 9.6349 -3.6228 -0.227 0.360 -0.213 -1.17
H 1.6632 11.7401 -1.4531 -0.562 -0.313 0.400 0.53
H 1.6996 13.1669 -0.3679 0.484 -0.019 -0.224 0.09
H 1.6148 13.2965 -2.1532 0.231 0.175 0.209 0.31
H -0.4825 12.8550 -0.0969 -0.275 0.240 -0.010 -1.06
H -0.4962 13.9917 -1.4413 -0.087 -0.010 -0.121 -0.20
H -2.1579 12.2143 -1.6831 -0.109 -0.349 -0.004 0.16
H -0.9149 10.9377 -1.4756 -0.201 0.084 0.334 0.34
H -1.0039 12.9053 -3.7255 -0.155 -0.077 -0.259 0.26
H 0.1105 11.6308 -3.6945 0.008 -0.528 0.322 0.32
H -2.8935 11.5374 -4.3013 0.071 0.278 0.562 0.31
H -1.6247 10.9908 -5.2188 0.395 -0.376 0.123 0.42
H -2.9730 9.7416 -2.8025 0.199 -0.178 0.195 0.25
H -2.7840 9.0811 -4.4036 0.123 -0.214 0.075 0.39
H -1.3873 9.0772 -3.2889 0.007 -0.047 -0.031 0.29
```
Positions in Å, forces in eV/Å.

[2]
Below is 2 unconnected molecules or ions with the total composition C3H4F2O2 at a distorted geometry, with properties calculated with ωB97M-V/def2-TZVPD.

XYZ file:
```
11
Properties=species:S:1:pos:R:3:forces:R:3:mulliken_charge:R:1
C -1.6724 0.3891 0.1930 -1.962 0.034 -0.077 -0.02
C 1.7605 -1.5057 0.2429 0.134 -1.797 -0.667 -0.04
C -0.5432 1.1156 -0.2959 3.660 2.922 -3.234 0.42
O -1.6627 -0.7119 0.6014 0.177 -2.050 1.167 -0.39
O 1.2098 -1.1388 -0.7746 0.804 0.008 1.549 -0.40
F 0.6187 1.2086 0.4349 -1.229 -0.642 -0.112 -0.20
F -0.9477 2.4238 -0.4758 -0.232 0.266 0.418 -0.28
H 2.1726 -0.9208 1.1098 -0.616 0.429 -0.862 0.21
H 1.9628 -2.6312 0.3890 -0.294 1.142 -0.168 0.22
H -0.2995 0.8366 -1.3885 -0.084 -0.425 1.803 0.15
H -2.5989 0.9346 -0.0363 -0.358 0.114 0.183 0.32
```
Positions in Å, forces in eV/Å.

As for the SMILES: O=CC(F)F.C=O.

[3]
Below is 4 unconnected molecules or ions with the total composition C5H16N2O4 at a distorted geometry, with properties calculated with ωB97M-V/def2-TZVPD.

XYZ file:
```
27
Properties=species:S:1:pos:R:3:forces:R:3:mulliken_charge:R:1
N 0.4034 -2.7373 -0.1321 -0.274 -0.226 -0.751 -0.74
C 0.0485 -1.3148 -0.1062 0.504 -0.627 0.660 0.13
C -1.3704 -1.2258 0.4806 0.592 0.985 0.152 -0.82
C -1.8829 0.1724 0.3032 0.036 -0.660 0.091 0.12
C -2.9697 0.4748 -0.3943 0.318 0.309 0.611 -0.86
C 1.0604 -0.6267 0.8154 -1.084 1.305 0.746 0.33
N 1.9714 0.1829 0.2412 0.125 -0.466 -1.013 -0.41
O 0.9341 -0.7024 2.0392 0.348 -0.814 -0.350 -0.74
H 0.5343 -3.0692 0.8145 0.073 -0.014 0.015 0.27
H 1.2217 -2.9555 -0.6843 0.110 0.170 0.149 0.24
H 0.0839 -0.8182 -1.0756 0.029 -0.546 -0.299 0.71
H -1.2251 -1.3654 1.5558 -0.356 -0.605 -0.054 0.26
H -1.9893 -1.9692 -0.0123 -0.074 -0.118 0.196 0.41
H -1.2411 0.8758 0.8289 -0.182 0.528 -0.489 0.12
H -3.2384 1.5086 -0.5661 -0.278 -0.069 0.017 0.28
H -3.6317 -0.3281 -0.6925 0.029 0.121 -0.463 0.27
H 1.8216 0.4127 -0.7299 0.101 -0.104 0.000 0.25
H 2.3647 0.9222 0.7964 0.035 -0.190 0.312 0.25
H 0.3962 4.2996 0.5892 0.050 0.141 -0.174 0.30
H 1.5270 3.2800 0.5137 -0.197 0.049 -0.173 0.36
O 0.7341 3.5801 0.0452 0.124 0.142 0.135 -0.66
H 0.7558 1.0819 2.6257 -0.103 0.202 -0.209 0.28
H 0.3909 2.5038 1.9547 -0.421 -0.298 0.249 0.28
O 1.0567 1.8289 2.0859 0.486 0.775 0.587 -0.62
H 1.1718 -1.9608 -3.4781 -0.301 -0.117 -0.260 0.32
H 0.1564 -1.0040 -4.2013 -0.035 -0.351 -0.024 0.31
O 0.9156 -1.0464 -3.6168 0.345 0.478 0.336 -0.64
```
Positions in Å, forces in eV/Å.

As for the SMILES: C=CC[C@H](N)C(N)=O.O.O.O.

[4]
Below is a molecular structure, C15H18N2O2RuS at a distorted geometry, with properties calculated with ωB97M-V/def2-TZVPD.

XYZ file:
```
39
Properties=species:S:1:pos:R:3:forces:R:3:mulliken_charge:R:1
Ru 0.0785 0.0765 -0.3676 -0.913 -0.443 -1.782 0.09
N -3.9669 0.7482 0.7500 0.085 0.032 0.040 -0.44
C -2.6368 0.6780 0.5478 0.165 -0.118 -0.278 0.67
O -2.1787 0.0232 -0.3991 -0.071 0.068 0.343 -0.61
C -1.7150 1.4182 1.4751 -0.125 -0.053 0.089 -0.55
C -0.3544 0.7187 1.4947 0.232 0.255 0.129 -1.29
H -4.5837 0.2558 0.1273 -0.014 0.006 -0.007 0.24
H -4.3414 1.2450 1.5362 -0.041 -0.004 -0.008 0.19
H -2.1904 1.5359 2.4573 0.045 0.007 0.000 0.51
H -1.6010 2.4231 1.0526 0.000 0.021 -0.009 0.22
H -0.4240 -0.2176 2.0646 -0.009 0.008 0.132 0.49
H 0.3870 1.3536 1.9789 0.010 0.023 0.122 0.35
S 4.0790 -1.8630 0.2440 0.075 -0.232 -0.046 -0.31
C 4.3994 -0.1985 0.1042 0.114 0.318 -0.006 -0.53
C 3.2740 0.5339 -0.1264 -0.201 -0.099 -0.105 -0.33
C 2.0626 -0.2475 -0.2060 0.279 0.431 0.469 -0.16
C 2.3998 -1.5737 -0.0303 -0.643 -0.811 0.091 0.27
C 1.3737 -2.6284 0.0262 0.681 0.505 -0.028 1.21
C 1.6091 -3.9708 0.3191 -0.152 -0.178 -0.027 -0.76
C 0.5332 -4.8396 0.3709 0.253 -0.083 0.052 -0.28
C -0.7520 -4.3755 0.1302 -0.133 0.142 -0.063 -0.81
C -0.9048 -3.0317 -0.1585 0.107 -0.009 -0.075 -0.34
N 0.1242 -2.1872 -0.2106 0.100 0.052 0.340 -0.13
H 5.4135 0.1649 0.1955 -0.060 -0.029 -0.004 0.45
H 3.3085 1.6097 -0.2416 0.023 -0.094 0.046 0.22
H 2.6152 -4.3223 0.5075 -0.022 0.033 0.006 0.33
H 0.6996 -5.8846 0.6046 -0.008 0.021 -0.013 0.41
H -1.6126 -5.0292 0.1623 0.037 0.001 0.000 0.38
H -1.8722 -2.5915 -0.3678 -0.041 -0.014 0.039 0.52
C -1.6549 3.2175 -2.0472 -0.018 -0.042 0.054 -0.70
O -0.8572 2.0481 -2.0151 0.246 -0.359 -0.149 -0.34
C 0.1065 1.7685 -1.0621 -0.077 0.690 0.685 0.55
C 1.0100 2.9351 -0.7388 0.179 -0.114 -0.117 -1.36
H -1.7270 3.5661 -3.0767 0.026 -0.032 -0.022 0.27
H -1.2746 4.0298 -1.4338 0.085 0.040 0.090 0.34
H -2.6556 2.9516 -1.6951 -0.010 0.057 -0.004 0.20
H 0.5772 3.9221 -0.8811 -0.127 0.076 0.000 0.45
H 1.8978 2.9002 -1.3799 -0.095 -0.095 -0.016 0.25
H 1.3543 2.8374 0.2888 0.018 0.021 0.034 0.31
```
Positions in Å, forces in eV/Å.

Listing HOMO level for the structures above in their given order: -8.620; -10.294; -9.008; -6.617 eV.
Listing total energy for the structures above in their given order: -6620.0446; -466.8479; -610.5644; -1335.3833 hartree.